{
  "formula": "C34H56Cl6O39S6",
  "method": "the ωB97M-V functional and the def2-TZVPD basis",
  "elements": ["C", "Cl", "Cl", "Cl", "H", "C", "Cl", "Cl", "Cl", "H", "C", "C", "C", "O", "C", "O", "O", "H", "H", "H", "H", "H", "H", "C", "C", "C", "O", "C", "O", "O", "H", "H", "H", "H", "H", "H", "C", "C", "C", "O", "C", "O", "O", "H", "H", "H", "H", "H", "H", "C", "C", "C", "O", "C", "O", "O", "H", "H", "H", "H", "H", "H", "C", "C", "C", "O", "C", "O", "O", "H", "H", "H", "H", "H", "H", "C", "C", "O", "S", "O", "O", "O", "H", "H", "H", "H", "C", "C", "O", "S", "O", "O", "O", "H", "H", "H", "H", "C", "C", "O", "S", "O", "O", "O", "H", "H", "H", "H", "C", "C", "O", "S", "O", "O", "O", "H", "H", "H", "H", "C", "C", "O", "S", "O", "O", "O", "H", "H", "H", "H", "C", "C", "O", "S", "O", "O", "O", "H", "H", "H", "H"],
  "positions_angstrom": [[10.6651, -4.0506, -13.4622], [10.8684, -2.7185, -12.3015], [9.5583, -5.1766, -12.8173], [12.2250, -4.8223, -13.9984], [10.1496, -3.7149, -14.3621], [4.6574, -8.1804, -25.5202], [5.7441, -9.4717, -25.0159], [3.0178, -8.8466, -25.2292], [5.0160, -7.6178, -27.1838], [4.8303, -7.3742, -24.8074], [7.0327, 3.0732, -11.2884], [5.6728, 2.3300, -11.3310], [5.1070, 2.2082, -12.7657], [4.4538, 0.8864, -12.6646], [4.9502, 0.1935, -11.5821], [4.6170, -0.9104, -11.1782], [5.8184, 1.0231, -10.9062], [6.9700, 4.1588, -11.3628], [7.6128, 2.8587, -12.1860], [7.6508, 2.8043, -10.4319], [5.0578, 2.8428, -10.5914], [5.6988, 2.1875, -13.6808], [4.1849, 2.7631, -12.9383], [5.2772, 5.0064, -21.1032], [5.5442, 6.4953, -21.4447], [5.4528, 7.3609, -20.1979], [6.5252, 8.2905, -20.2536], [7.4787, 7.6599, -20.9225], [8.6743, 7.9483, -20.9181], [6.9213, 6.6612, -21.7130], [5.2202, 4.5869, -22.1076], [4.2771, 4.9084, -20.6809], [5.9644, 4.6337, -20.3436], [4.9410, 6.8470, -22.2817], [5.3197, 6.8046, -19.2700], [4.5087, 7.9048, -20.1660], [-0.6355, -13.4693, -20.4978], [-1.5504, -13.8497, -19.2780], [-2.8675, -13.0908, -19.3146], [-3.8453, -14.0842, -19.2459], [-3.2729, -15.3123, -19.2460], [-3.9163, -16.3153, -19.4346], [-1.9440, -15.2211, -19.1787], [-1.0799, -13.5737, -21.4876], [0.1745, -14.1964, -20.4400], [-0.2484, -12.4605, -20.3543], [-1.0661, -13.5111, -18.3621], [-2.9895, -12.4924, -20.2174], [-2.8912, -12.4601, -18.4259], [2.9553, -8.9866, -12.2627], [1.6928, -9.8642, -11.9907], [0.9246, -10.3180, -13.2133], [0.7370, -11.7028, -12.8954], [1.4627, -12.1149, -11.8602], [1.6364, -13.2725, -11.4814], [2.1404, -11.0263, -11.4101], [2.7995, -8.0800, -12.8475], [3.7658, -9.5796, -12.6865], [3.3566, -8.6158, -11.3196], [1.0854, -9.4181, -11.2033], [1.5707, -10.2231, -14.0860], [0.0272, -9.7444, -13.4457], [-1.9903, 7.0790, -17.6258], [-1.8834, 5.7450, -16.8380], [-3.1116, 4.8204, -16.8456], [-2.6227, 3.6913, -17.5725], [-1.2942, 3.7240, -17.6988], [-0.5913, 2.7677, -17.9208], [-0.8557, 4.8943, -17.4140], [-1.0022, 7.5324, -17.5473], [-2.6344, 7.7854, -17.1021], [-2.2864, 6.9901, -18.6710], [-1.6512, 5.8900, -15.7829], [-3.9480, 5.3234, -17.3308], [-3.4561, 4.5576, -15.8454], [-5.4642, -4.0391, -20.5234], [-4.5350, -2.9562, -19.9919], [-3.2309, -3.4930, -20.0460], [-3.1556, -5.0973, -20.3800], [-2.3886, -5.7730, -19.3577], [-2.8727, -5.3358, -21.7996], [-4.8039, -5.2244, -20.1415], [-5.6544, -3.9448, -21.5925], [-6.3510, -4.0870, -19.8914], [-4.7816, -2.5586, -19.0074], [-4.5325, -2.0896, -20.6530], [4.6809, -3.7071, -18.2762], [5.0891, -3.7952, -19.7869], [6.1599, -4.7347, -19.8261], [6.0203, -5.8758, -18.6292], [7.3253, -6.2539, -18.0464], [5.0927, -6.9389, -18.9830], [5.2840, -4.7634, -17.6196], [3.6049, -3.8584, -18.1893], [4.9169, -2.7724, -17.7676], [5.1581, -2.8381, -20.3040], [4.3308, -4.3586, -20.3306], [8.7899, -0.2911, -28.1130], [7.6160, -0.4349, -27.1755], [7.9054, 0.3959, -26.0222], [8.9771, 1.5925, -26.4165], [9.7962, 1.8764, -25.2178], [8.3479, 2.7280, -27.1102], [9.7036, 0.5078, -27.4891], [8.5017, 0.2625, -29.0067], [9.3485, -1.2006, -28.3340], [7.5251, -1.5011, -26.9681], [6.6600, -0.1507, -27.6153], [11.8894, -13.7044, -19.3807], [12.7406, -12.7697, -18.5049], [14.0566, -13.3219, -18.5896], [14.1998, -14.4832, -19.7605], [14.1367, -15.8258, -19.1303], [15.3715, -14.1615, -20.5967], [12.8322, -13.9999, -20.4054], [11.0902, -13.2360, -19.9552], [11.4815, -14.5017, -18.7595], [12.3620, -12.6376, -17.4913], [12.7580, -11.7461, -18.8791], [12.8882, -3.4535, -23.1148], [12.6944, -4.5602, -22.0292], [12.5914, -5.8704, -22.5921], [12.5167, -5.7122, -24.2268], [11.1629, -5.4591, -24.7007], [13.3058, -6.7774, -24.8397], [13.2766, -4.2114, -24.1554], [13.6365, -2.7288, -22.7939], [12.0398, -2.8175, -23.3676], [11.9140, -4.1695, -21.3762], [13.5228, -4.7357, -21.3430], [-2.5148, -4.4508, -12.2240], [-2.3332, -4.0736, -13.7128], [-3.5059, -4.4410, -14.4240], [-4.3908, -5.5723, -13.5642], [-4.4224, -6.8433, -14.2846], [-5.6481, -5.0081, -13.1302], [-3.3061, -5.6770, -12.3502], [-2.9058, -3.5839, -11.6913], [-1.5665, -4.6879, -11.7417], [-1.3793, -4.4534, -14.0788], [-2.3972, -2.9899, -13.8107]],
  "forces_ev_per_a": [[0.4565, 0.4178, -0.8224], [0.3656, -0.1946, -0.5236], [-0.6447, -1.3190, 0.7061], [-0.8497, 0.6011, 0.5189], [0.6660, 0.4898, 0.1160], [-0.0095, -0.4421, 0.4419], [0.5799, -0.0370, -0.2229], [0.1832, 0.7446, -0.6041], [-0.4915, -0.3263, 0.8590], [-0.2591, 0.0584, -0.4704], [0.2515, -0.2712, -0.8340], [1.8445, 2.3617, -0.7333], [-2.6504, -1.3927, 0.8289], [0.9479, -1.2736, 0.7952], [-0.8996, -0.7013, 0.9257], [0.9291, 2.6946, -1.5435], [-0.1950, -2.1356, -0.0871], [-0.5782, 0.0462, 0.4501], [0.1214, -0.5286, -0.0061], [-0.3053, -0.0049, 0.0949], [-0.7289, 0.0227, -0.4621], [0.6573, 0.2207, 0.5755], [0.6003, 0.9561, -0.0106], [-0.8971, 1.5839, -0.9666], [0.4417, -0.6385, 2.0954], [-2.9714, 0.9097, 0.1478], [-0.4072, -0.6475, 0.8189], [3.4994, 0.0369, -1.6373], [-3.4416, -0.9086, -0.0392], [1.7005, 0.5991, -0.0064], [0.5539, -1.0985, 0.4667], [-0.1862, 0.1128, -0.0019], [0.3090, -0.1726, -0.6537], [0.0716, 0.0234, 0.0066], [1.2563, -0.3112, 0.1809], [0.0674, 0.5094, -0.4098], [-0.1664, -1.5385, 1.2609], [0.4618, 1.5536, -0.9985], [0.4063, 0.5672, 0.3940], [-0.6455, -0.4906, 0.1896], [-1.7537, -1.0355, -1.4300], [1.1013, 1.0060, 0.8364], [0.8008, 0.2012, -0.1120], [-0.3858, 0.0517, 0.2206], [0.3901, 0.2748, -0.2401], [-0.0500, -0.0701, 0.0109], [0.4666, -0.7004, -0.0133], [-0.1164, -0.0349, 0.0231], [-0.5124, 0.2177, -0.1409], [-0.3611, -0.0187, 0.6243], [0.8979, 2.4889, 0.0407], [0.9818, 0.0145, 0.1772], [-1.8193, -0.5958, -1.1930], [1.8232, -1.8900, 0.4604], [-0.9192, 3.3931, -0.9248], [0.8379, -2.5291, 1.3553], [-0.3554, -0.2394, -0.2945], [-0.2664, -0.1210, -0.3145], [-0.1372, -0.1457, 0.2028], [-0.4033, 0.5732, -0.3991], [0.0374, -0.3556, -0.1639], [-0.3207, -0.5714, 0.4212], [0.7048, -0.5492, 1.1385], [-0.4724, 0.2551, -0.3718], [0.3344, 0.6170, -0.6143], [-1.8064, -0.7503, 0.0198], [0.3985, -2.9069, 0.3681], [-0.8831, 0.7918, -0.4527], [1.1607, 3.3227, 0.8495], [0.0838, 0.0439, -0.3772], [-0.3182, -0.2166, -0.0354], [-0.0073, -0.2698, 0.1502], [0.5537, 0.4669, -0.2133], [-0.0234, -0.4264, -0.4260], [0.2788, -0.3738, -0.0343], [-0.0756, 0.2644, 1.3080], [-0.2964, 1.1559, -0.9340], [1.4995, -1.1566, -0.0749], [-1.1052, 0.4427, -0.9457], [-1.4177, 0.9781, -1.4445], [-0.4255, 0.6552, 2.8611], [2.0644, -1.7432, -0.3406], [-0.0063, -0.2939, 0.0603], [-0.3546, 0.2880, -0.6280], [0.1865, -0.5998, 0.2592], [-0.0506, 0.0045, -0.1056], [-1.1261, 0.6745, -1.1046], [-1.8640, -1.5095, 0.6814], [1.6722, -0.8772, 0.6215], [0.6927, 0.3759, 1.2608], [-3.2343, 1.3862, -1.8045], [1.3205, 2.0231, 0.2540], [1.7030, -2.5086, 0.1272], [-0.1353, 0.2383, -0.1627], [0.4058, -0.0595, -0.1625], [1.2212, -0.1927, 0.1932], [-0.6596, 0.4561, 0.1001], [-0.4776, 0.3863, -1.5716], [-0.6445, -0.3980, 0.1610], [0.0749, 0.6432, -0.2989], [0.1490, -0.0537, 0.8517], [-1.8519, -1.1328, -3.4047], [1.2542, -2.8344, 1.1260], [2.0560, 3.4997, 2.6447], [-0.2256, -0.5960, -0.4655], [-0.4933, -0.1379, -0.1431], [-0.0093, 0.2344, 1.1213], [0.1710, 0.3640, -0.0137], [-0.1857, 1.5138, 0.2998], [-0.6153, 0.5781, -0.3731], [0.6005, -0.8402, 0.1407], [2.5367, -0.7312, 1.3260], [-0.3274, 3.4184, -1.7025], [-3.3087, -0.6318, 1.7283], [0.3308, -2.0093, -1.0829], [-0.0680, 0.1941, 0.5001], [0.4264, -0.6560, -0.5798], [0.3973, -0.7609, 0.2267], [0.2125, -0.0734, -0.4835], [-0.4675, -0.2464, 2.2331], [0.3245, 1.3008, 2.0475], [-1.1557, 0.5230, -2.0360], [-0.2759, 0.0860, -0.1416], [2.0453, -0.4470, 0.9356], [-1.2483, 2.7038, 1.3872], [1.2622, -2.7112, -4.0390], [0.5424, -0.3924, -0.1840], [-0.6481, -0.5094, 0.2135], [-0.8411, -1.0801, -0.1429], [0.4476, 0.7891, -0.2790], [0.1892, -0.2819, -1.4525], [0.0875, 1.5699, 0.8236], [-1.0946, -1.9717, 0.8698], [0.0168, -1.0178, -1.0665], [0.3983, 2.4517, 1.4763], [1.8492, -0.2578, -0.4288], [-0.6207, 0.8053, 0.1688], [-1.0091, -0.6196, 0.2723], [-0.1748, -0.4104, -0.1767], [-0.4281, -0.3290, -0.5798], [0.8003, 0.0714, 0.0856]],
  "mulliken_charge": [0.08, -0.11, -0.10, -0.14, 0.27, 0.08, -0.12, -0.12, -0.11, 0.26, -1.41, 0.61, -0.41, -0.35, 0.66, -0.54, -0.36, 0.37, 0.35, 0.34, 0.23, 0.29, 0.21, -1.28, 0.37, -0.54, -0.31, 0.65, -0.55, -0.32, 0.33, 0.38, 0.34, 0.31, 0.29, 0.34, -1.35, 0.43, -0.38, -0.33, 0.65, -0.54, -0.36, 0.34, 0.36, 0.37, 0.25, 0.26, 0.29, -1.37, 0.34, -0.32, -0.32, 0.67, -0.56, -0.34, 0.36, 0.35, 0.36, 0.26, 0.26, 0.30, -1.32, 0.38, -0.34, -0.35, 0.70, -0.58, -0.35, 0.36, 0.39, 0.33, 0.24, 0.28, 0.27, -0.26, -0.23, -0.30, 1.08, -0.49, -0.52, -0.34, 0.28, 0.28, 0.26, 0.25, -0.23, -0.35, -0.32, 1.08, -0.51, -0.51, -0.32, 0.23, 0.29, 0.33, 0.30, -0.25, -0.21, -0.32, 1.06, -0.50, -0.51, -0.33, 0.24, 0.29, 0.28, 0.26, -0.32, -0.23, -0.33, 1.11, -0.53, -0.52, -0.29, 0.29, 0.26, 0.30, 0.26, -0.27, -0.33, -0.29, 1.08, -0.52, -0.50, -0.33, 0.29, 0.29, 0.28, 0.30, -0.28, -0.27, -0.30, 1.07, -0.52, -0.52, -0.32, 0.26, 0.31, 0.27, 0.29],
  "de_lowest_kj_mol": 3.6,
  "e_lumo_ev": -0.286,
  "energy_ha": -9413.4291,
  "gap_ev": 10.442,
  "homo_energy_ev": -10.7
}